This record from OMol25 describes a structure of composition C29H44N3O10PRb. The level of theory is ωB97M-V with the def2-TZVPD basis set.

Computed properties:
**HOMO-LUMO gap**: 0.25163 Ha
**Highest occupied orbital energy**: -4.9 eV
**E_tot**: -2413.79887 Eh
**F_max**: 0.1 eV Å⁻¹
**Charge**: -1
**Energy above the lowest of the compared OMol25 structures with the same formula, charge and spin**: 0.000 eV

Element x y z (Å)
Rb: -0.360 0.030 -0.427
P: 0.599 -2.894 1.104
O: -3.603 4.468 -3.466
O: 0.163 -4.451 0.896
O: -1.366 0.956 -2.964
O: 2.575 1.323 -1.118
O: 0.235 2.881 -1.279
O: 1.730 0.575 1.427
O: 1.679 -3.097 2.291
O: -0.532 -2.103 1.671
O: 0.620 3.148 1.496
O: 1.260 -2.400 -0.144
N: -2.524 0.673 1.623
N: -2.800 1.809 -0.896
N: -2.889 2.470 -2.070
C: 0.061 4.104 -0.611
C: -2.455 0.119 2.827
C: -0.854 -6.290 -0.132
C: -2.822 3.981 -4.437
C: 1.594 1.298 2.622
C: -1.938 4.242 -6.671
C: 3.852 -3.220 3.165
C: 2.586 2.522 -1.861
C: -4.219 2.144 2.441
C: 0.913 4.227 0.641
C: -2.084 1.961 -3.032
C: 3.519 1.245 -0.077
C: -1.209 3.063 -6.539
C: 1.634 2.802 2.410
C: -3.235 0.534 3.901
C: -2.177 -4.787 1.375
C: 2.429 -5.270 2.961
C: 3.017 0.248 0.953
C: -2.733 4.695 -5.637
C: -3.480 2.273 0.079
C: -3.398 1.665 1.419
C: 3.402 -4.205 0.913
C: 2.829 -3.952 2.303
C: -2.088 2.787 -4.292
C: -4.132 1.571 3.698
C: -1.090 -4.850 0.309
C: -1.457 -3.990 -0.898
C: 1.172 2.815 -2.331
C: -1.297 2.356 -5.353
H: 3.658 2.237 0.373
H: -3.507 3.802 -2.698
H: 0.825 2.000 -2.969
H: 2.682 -4.724 0.282
H: 2.613 3.113 2.027
H: -1.919 -5.442 2.209
H: -1.744 -0.699 2.917
H: 3.300 -5.920 3.068
H: 4.749 -3.828 3.301
H: -0.750 1.433 -5.207
H: 1.482 3.308 3.376
H: 3.420 -3.000 4.142
H: 0.271 4.953 -1.276
H: 0.695 5.191 1.127
H: -1.771 -6.721 -0.537
H: -3.131 -5.113 0.952
H: 3.648 -3.265 0.420
H: 3.742 0.183 1.775
H: 4.132 -2.278 2.692
H: -1.887 4.812 -7.592
H: -2.276 -4.465 -1.442
H: -4.758 1.926 4.507
H: -0.599 -3.888 -1.562
H: 4.304 -4.816 1.005
H: -3.137 0.051 4.864
H: 2.357 1.009 3.357
H: -1.783 -2.993 -0.598
H: 4.499 0.911 -0.452
H: -0.077 -6.327 -0.897
H: 2.976 3.341 -1.244
H: 1.979 4.221 0.387
H: -2.271 -3.768 1.746
H: -3.305 5.610 -5.729
H: -0.588 2.706 -7.350
H: -0.528 -6.890 0.719
H: -4.131 3.144 -0.047
H: 3.241 2.434 -2.740
H: 2.911 -0.736 0.488
H: 2.007 -5.077 3.949
H: -4.912 2.951 2.239
H: 1.675 -5.772 2.357
H: 0.614 1.024 3.018
H: -0.995 4.142 -0.331
H: 1.163 3.740 -2.923

Atomic partial charges in e from the Löwdin method, atoms 1 to 4:
1. Rb 0.928
2. P 0.216
3. O 0.015
4. O -0.186

---

This record from OMol25 describes a structure of composition C29H44N3SbSi3SnTe. The level of theory is ωB97M-V with the def2-TZVPD basis set.

Computed properties:
**HOMO-LUMO gap**: 0.26962 Ha
**Highest occupied orbital energy**: -13.7 eV
**E_tot**: -2886.29852 Eh
**F_max**: 0.8 eV Å⁻¹
**Charge**: +2
**Energy above the lowest of the compared OMol25 structures with the same formula, charge and spin**: 0.470 eV

Element x y z (Å)
Te: 1.099 4.104 -0.743
Sb: 0.869 -1.156 -1.353
Sn: 0.362 1.691 0.217
Si: 3.456 0.801 -0.896
Si: -1.804 -2.386 -2.449
Si: -1.296 -3.058 0.667
N: 1.462 0.236 2.568
N: -1.564 0.666 0.074
N: -0.567 1.451 3.116
C: -1.843 7.648 0.704
C: 1.745 -0.135 3.846
C: 2.756 -0.992 4.137
C: -2.438 1.616 0.528
C: -1.097 6.968 1.659
C: -3.789 1.446 0.570
C: -1.809 7.258 -0.627
C: -2.188 -0.891 -3.486
C: -3.420 -0.729 -0.336
C: 4.342 2.006 0.216
C: -1.030 6.175 -1.015
C: 2.827 1.564 -2.488
C: 0.341 1.163 2.306
C: 2.017 -2.883 -0.844
C: -3.307 -3.486 -2.304
C: 4.649 -0.521 -1.440
C: 3.526 -1.482 3.074
C: -0.271 5.515 -0.053
C: -4.293 0.235 0.100
C: -1.159 -1.709 -0.715
C: 2.187 -0.212 1.498
C: -0.267 -2.488 2.115
C: -0.789 -4.727 0.031
C: -0.472 -3.380 -3.305
C: -3.007 -3.240 1.385
C: -2.026 -0.544 -0.332
C: -0.297 5.900 1.285
C: 1.918 0.224 0.117
C: 3.250 -1.081 1.791
H: -2.526 -1.213 -4.475
H: 1.784 -3.675 -1.552
H: 1.835 -3.234 0.169
H: -0.540 1.010 4.037
H: -1.307 -0.260 -3.632
H: -3.418 -2.311 1.780
H: -4.426 2.232 0.947
H: -0.625 -1.505 2.437
H: -0.923 -3.753 -4.230
H: 2.998 0.869 -3.312
H: 2.956 -1.266 5.162
H: 0.226 -4.795 -0.355
H: -3.804 -1.675 -0.687
H: -1.471 -5.071 -0.750
H: 5.151 -1.071 -0.643
H: 3.838 -1.446 0.964
H: 0.414 -2.815 -3.603
H: 5.431 0.000 -2.002
H: -2.009 2.549 0.882
H: -2.982 -0.274 -3.059
H: -2.388 7.793 -1.367
H: -0.154 -4.251 -2.729
H: 3.387 2.476 -2.713
H: -2.910 -3.935 2.225
H: -1.014 5.858 -2.050
H: -3.739 -3.671 0.702
H: 4.196 -1.234 -2.131
H: -0.397 -3.176 2.954
H: 4.342 -2.167 3.265
H: 4.895 2.740 -0.376
H: 5.071 1.487 0.845
H: -3.466 -3.911 -1.315
H: -1.131 7.276 2.696
H: 3.665 2.557 0.872
H: 0.305 5.385 2.022
H: 1.135 0.312 4.616
H: 0.800 -2.427 1.901
H: -0.873 -5.435 0.861
H: 3.063 -2.618 -0.959
H: -2.455 8.489 1.001
H: -3.191 -4.323 -2.997
H: 1.766 1.819 -2.510
H: -5.359 0.048 0.087
H: -4.217 -2.953 -2.593

Atomic partial charges in e from the Löwdin method, atoms 1 to 4:
1. Te 1.143
2. Sb 1.462
3. Sn 0.923
4. Si 0.362

---

This record from OMol25 describes a structure of composition C29H44NO2P3SW at a distorted geometry. The level of theory is ωB97M-V with the def2-TZVPD basis set.

Computed properties:
**HOMO-LUMO gap (alpha / beta)**: 0.20485 / 0.17773 Ha
**Highest occupied orbital energy (alpha / beta)**: -19.1 / -19.1 eV
**E_tot**: -2824.40145 Eh
**Multiplicity**: 3
**F_max**: 7.8 eV Å⁻¹
**Charge**: +4

Element x y z (Å)
W: -0.240 0.351 -1.194
S: -0.508 -0.637 2.211
P: 2.442 -0.247 -1.040
P: -2.268 -1.512 -0.981
P: -1.032 2.973 -1.404
O: 1.489 2.413 0.591
O: -2.563 1.247 0.856
N: 0.057 -0.781 0.633
C: -0.765 -3.574 5.151
C: 3.291 -0.419 0.586
C: -1.482 -3.130 -1.339
C: -1.746 0.854 0.048
C: 0.278 -4.453 4.841
C: -3.211 -1.908 0.545
C: 3.476 1.063 -1.791
C: -0.980 -2.427 4.372
C: -0.148 1.837 3.420
C: -2.708 3.025 -2.078
C: -1.576 0.152 -3.977
C: 0.597 1.250 -4.029
C: 2.419 1.281 4.386
C: 0.460 -1.167 -3.759
C: -3.654 -1.353 -2.127
C: -0.159 -2.147 3.251
C: 2.936 -1.793 -1.853
C: 0.026 3.962 -2.466
C: -1.159 4.053 0.061
C: 0.583 2.823 4.088
C: 0.898 -3.020 2.971
C: 1.682 0.278 3.738
C: -0.805 1.317 -4.062
C: 1.860 2.551 4.567
C: 1.226 0.007 -3.868
C: 0.910 1.673 -0.174
C: 1.110 -4.174 3.752
C: -0.933 -1.092 -3.803
C: 0.427 0.568 3.199
H: -2.277 -3.874 -1.487
H: -4.019 -2.624 0.283
H: 2.296 -0.066 -4.098
H: 2.115 -0.711 3.601
H: 0.455 -5.354 5.427
H: 3.115 1.315 -2.792
H: 1.928 -4.851 3.492
H: -1.800 3.616 0.838
H: -3.429 2.658 -1.336
H: 0.521 -1.668 0.669
H: -4.117 -0.361 -2.026
H: -0.845 -3.435 -0.498
H: 1.193 2.124 -4.308
H: -1.598 5.006 -0.281
H: 3.060 0.432 1.250
H: -2.805 2.417 -2.986
H: -0.164 4.236 0.493
H: 3.435 1.070 4.727
H: 0.009 3.611 -3.504
H: 1.068 3.941 -2.115
H: 0.954 -2.143 -3.820
H: -3.336 -1.464 -3.167
H: -2.642 0.184 -4.217
H: -1.405 -3.813 6.002
H: -1.133 2.061 3.026
H: 2.440 3.326 5.068
H: -1.806 -1.757 4.628
H: 4.510 0.687 -1.849
H: 2.306 -2.629 -1.514
H: 2.827 -1.725 -2.941
H: -0.854 -3.076 -2.236
H: -2.595 -2.345 1.341
H: -3.681 -0.977 0.949
H: 1.554 -2.799 2.133
H: 0.168 3.825 4.221
H: -0.354 4.991 -2.425
H: -1.294 2.233 -4.427
H: 2.979 -1.346 1.099
H: 3.436 1.969 -1.176
H: 3.987 -2.008 -1.609
H: -4.398 -2.127 -1.893
H: 4.388 -0.459 0.418
H: -1.503 -2.015 -3.969
H: -2.917 4.078 -2.314

Atomic partial charges in e from the Löwdin method, atoms 1 to 4:
1. W 1.116
2. S 1.108
3. P 0.823
4. P 0.824

---

This record from OMol25 describes a structure of composition C29H45AlBr51FOP at a distorted geometry. The level of theory is ωB97M-V with the def2-TZVPD basis set.

Computed properties:
**HOMO-LUMO gap**: 0.15713 Ha
**Highest occupied orbital energy**: -3.7 eV
**E_tot**: -133165.41988 Eh
**F_max**: 2.7 eV Å⁻¹
**Charge**: -1

Element x y z (Å)
Br: 0.919 3.531 8.435
Br: -4.877 -6.106 5.889
Br: -1.112 4.213 -3.415
Br: 6.508 3.774 -6.760
Br: -5.414 0.852 4.722
Br: 1.354 9.335 -2.479
Br: 2.980 13.156 -1.481
Br: -5.537 -2.244 3.906
Br: 1.737 3.533 -4.712
Br: 3.468 -8.765 1.638
Br: -6.830 -4.398 -4.789
Br: 4.369 1.392 -6.623
Br: -8.158 -3.758 0.004
Br: -0.910 11.052 -3.960
Br: -4.957 -9.195 5.040
Br: -5.591 -6.904 2.878
Br: -2.463 -0.992 -3.300
Br: -2.354 -1.141 -7.533
Br: 0.791 8.996 -6.823
Br: 9.524 -0.867 2.583
Br: 0.111 -2.915 -3.344
Br: 0.136 13.870 -0.190
Br: -6.144 0.011 1.717
Br: 1.153 10.020 -12.103
Br: -4.838 -4.241 -7.294
Br: -1.716 -7.241 6.661
Br: 9.866 0.753 -0.162
Br: 0.215 -3.050 -7.580
Br: -1.549 9.040 -10.688
Br: -5.596 -5.676 0.020
Br: 6.366 1.893 -4.168
Br: 0.337 -0.163 -8.971
Br: -1.650 1.806 9.270
Br: 1.080 15.319 -2.888
Br: 0.748 -7.612 2.898
Br: 1.004 7.109 -10.776
Br: 7.437 -1.305 0.195
Br: 0.251 -0.017 -4.700
Br: 0.246 -8.799 8.664
Br: 1.858 -6.445 0.128
Br: 5.727 -7.106 3.581
Br: -0.154 5.740 -6.058
Br: 3.359 7.072 -6.874
Br: -5.790 -1.551 -5.828
Br: 3.501 9.974 -8.225
Br: 3.400 -4.915 3.533
Br: 6.202 -4.380 1.977
Br: 1.380 -6.398 6.871
Br: 1.080 0.332 8.473
Br: -1.526 8.048 -3.029
Br: -5.444 -2.804 -1.393
P: 2.080 -0.232 1.124
Al: -0.018 -1.115 1.662
F: 0.910 -2.299 4.388
O: -3.325 -1.301 0.935
C: -5.374 -3.429 -5.619
C: -1.090 -1.108 -0.118
C: 1.725 -8.000 1.271
C: 0.283 1.904 9.269
C: -1.987 -0.980 3.870
C: 0.466 -3.434 3.678
C: -0.875 -1.529 -4.267
C: -2.419 -1.938 -0.001
C: 1.157 13.703 -1.826
C: -6.251 -0.473 3.587
C: -1.183 1.438 5.142
C: -0.246 0.905 3.963
C: -0.647 -4.217 4.478
C: 8.617 -0.055 1.078
C: -1.097 0.008 2.986
C: -5.695 -7.429 4.738
C: 4.898 -5.682 2.561
C: -0.778 -1.679 -8.519
C: 5.371 2.705 -5.614
C: -6.567 -4.312 -0.951
C: 4.210 -0.349 3.087
C: 0.093 -7.838 6.989
C: 2.272 1.565 1.676
C: 0.021 8.508 -11.685
C: -0.544 9.670 -2.652
C: -0.086 4.090 -5.048
C: 2.375 8.459 -7.799
C: 0.085 -3.142 2.188
C: 3.329 -1.240 2.142
H: 3.326 1.860 1.424
H: 0.043 1.818 3.392
H: -0.410 -1.562 -0.872
H: -6.745 -7.476 4.998
H: 0.694 12.916 -2.411
H: -2.172 -1.919 3.293
H: -0.322 8.096 -12.626
H: -1.209 -1.954 -5.205
H: -2.252 -2.994 0.310
H: -6.895 -4.756 -1.883
H: 2.839 -2.026 2.740
H: 4.650 3.379 -5.166
H: -0.892 10.039 -1.695
H: 3.970 -1.764 1.391
H: -4.524 -3.493 -4.947
H: -3.636 -1.973 1.543
H: 7.998 0.743 1.472
H: -2.971 -1.944 -0.984
H: 1.633 2.234 1.054
H: 4.566 0.592 2.626
H: 0.601 1.933 10.304
H: 4.488 -6.132 1.663
H: 5.131 -0.936 3.332
H: 3.704 -0.180 4.066
H: -0.875 -3.600 5.379
H: -1.289 0.698 5.961
H: 1.156 -8.746 0.730
H: 0.799 -3.709 1.540
H: -1.468 -1.239 4.816
H: -0.919 -3.605 2.000
H: 0.638 0.395 4.401
H: 0.335 -8.540 6.199
H: -0.545 3.320 -5.658
H: -7.301 -0.502 3.850
H: 2.038 8.037 -8.740
H: 1.355 -4.170 3.665
H: -0.715 2.366 5.553
H: -2.169 1.660 4.668
H: 2.154 1.737 2.765
H: -1.767 0.677 2.393
H: -1.372 -0.057 -0.365
H: -1.546 -4.419 3.861
H: -0.251 -5.194 4.829
H: -2.963 -0.504 4.133
H: -1.119 -2.113 -9.451

Atomic partial charges in e from the Löwdin method, atoms 1 to 4:
1. Br 0.550
2. Br 0.540
3. Br 0.574
4. Br 0.550

---

This record from OMol25 describes a structure of composition C29H45AsBrN5OPdS4Si2Te. The level of theory is ωB97M-V with the def2-TZVPD basis set.

Computed properties:
**HOMO-LUMO gap**: 0.18806 Ha
**Highest occupied orbital energy**: -7.2 eV
**E_tot**: -8858.56157 Eh
**F_max**: 1.0 eV Å⁻¹
**Charge**: 0
**Energy above the lowest of the compared OMol25 structures with the same formula, charge and spin**: 1.496 eV

Element x y z (Å)
Te: 0.816 -2.291 0.367
Pd: 1.329 0.251 0.125
Br: -0.856 7.448 -0.649
As: 4.312 -0.451 1.210
S: 5.293 1.324 0.838
S: 3.059 -0.945 -0.691
S: 5.246 -2.125 1.989
S: 2.267 -0.080 2.157
Si: 1.825 -4.263 2.983
Si: -0.294 -4.604 -1.883
O: -1.195 -0.654 -0.703
N: -2.668 2.443 -5.069
N: -0.036 1.655 0.896
N: -2.487 3.671 -5.136
N: 0.738 0.974 -1.827
N: -1.072 2.899 2.568
C: -1.041 0.453 2.716
C: -2.057 -4.013 -1.805
C: -1.491 0.030 -1.733
C: -0.811 6.388 -3.291
C: 0.886 -3.152 -1.559
C: 0.131 -5.230 -3.590
C: -0.003 -5.943 -0.611
C: 2.175 -3.664 1.222
C: -0.673 1.731 2.024
C: -0.791 4.160 1.881
C: -2.056 4.448 -4.015
C: -2.177 1.661 -3.998
C: -1.341 6.235 -2.022
C: 0.182 2.465 -4.083
C: -1.195 5.506 -4.289
C: -1.583 2.970 3.939
C: -3.051 0.727 -3.478
C: -0.519 0.932 -2.351
C: -2.746 -0.037 -2.362
C: -2.592 4.319 -2.734
C: 1.435 2.466 -3.546
C: -2.247 5.222 -1.745
C: 1.936 -2.877 4.229
C: 1.671 1.717 -2.386
C: -0.502 2.891 5.011
C: 3.124 -5.555 3.335
C: 0.106 -5.014 3.088
C: -0.856 1.723 -3.476
C: 0.621 4.690 2.103
H: 0.146 2.552 0.463
H: 3.046 -6.401 2.648
H: -0.671 -6.787 -0.798
H: -3.476 -0.717 -1.945
H: -2.277 -3.523 -0.854
H: 2.245 3.019 -3.999
H: -0.137 -5.223 4.133
H: 2.002 -3.308 5.232
H: 0.171 3.745 4.959
H: 3.186 -3.244 1.210
H: 1.378 3.977 1.772
H: 1.022 -6.320 -0.641
H: -0.665 -4.336 2.710
H: 1.163 -5.586 -3.637
H: 0.031 -5.955 2.541
H: -2.098 0.454 2.980
H: 0.633 -2.332 -2.233
H: 4.121 -5.123 3.229
H: -2.249 -3.284 -2.593
H: -0.127 7.197 -3.505
H: -0.858 -0.373 2.034
H: 0.010 -4.445 -4.339
H: 1.929 -3.430 -1.710
H: -0.455 0.300 3.621
H: 0.758 5.618 1.549
H: 0.800 4.896 3.158
H: -3.301 3.532 -2.512
H: -0.018 3.018 -4.991
H: -2.116 3.917 4.025
H: -2.691 5.147 -0.761
H: -2.326 2.188 4.089
H: -0.522 -6.060 -3.869
H: -4.027 0.649 -3.943
H: -2.749 -4.848 -1.935
H: -0.832 5.628 -5.302
H: -0.985 4.019 0.815
H: 2.169 -4.508 0.524
H: 2.651 1.704 -1.923
H: -0.961 2.882 6.000
H: -1.528 4.886 2.223
H: 2.819 -2.260 4.061
H: 3.025 -5.938 4.353
H: -0.204 -5.591 0.403
H: 1.056 -2.230 4.200
H: 0.100 1.988 4.909

Atomic partial charges in e from the Löwdin method, atoms 1 to 4:
1. Te 1.455
2. Pd 0.320
3. Br 0.740
4. As -0.405